The following is a DFT calculation (ωB97M-V/def2-TZVPD) of C2H7N3S in the gas phase in a non-equilibrium geometry.

The charge is 0. The max |F| comes out at 0.040 Eh/bohr. The SMILES is CN(N)/C=N\S. The calculation puts the relative energy (zero: lowest compared OMol25 entry of this formula, charge and spin) at 185.5 kJ/mol. The calculation puts the electronic energy at -17490.9890 eV. As for the LUMO energy: 0.810 eV.

Geometry (Å):
C: -0.225 1.357 0.065
C: 0.259 -1.079 0.032
H: -0.127 1.612 1.140
H: 0.619 1.733 -0.508
H: -1.137 1.886 -0.226
H: -2.266 -0.855 -0.908
H: -2.174 -0.857 0.720
H: -0.289 -2.031 0.028
H: 3.745 -0.499 0.020
N: -0.579 -0.030 -0.205
N: -2.014 -0.270 -0.107
N: 1.563 -1.171 0.071
S: 2.625 0.203 -0.121

Forces on the atoms, in the same order (eV/Å):
-1.325 0.589 0.412
1.903 -0.369 -0.609
0.354 -0.473 -0.359
-0.044 -0.246 0.031
0.382 0.234 -0.215
0.060 0.318 0.187
-0.024 0.366 -0.226
0.363 0.145 0.277
0.080 -0.278 0.044
-0.540 0.277 0.242
1.110 -0.654 0.062
-1.360 0.507 0.080
-0.960 -0.417 0.073

***

The following is a DFT calculation (ωB97M-V/def2-TZVPD) of C7H17N in the gas phase in a non-equilibrium geometry.

The charge is 0. The max |F| comes out at 0.046 Eh/bohr. The SMILES is CCCN(C)C(C)C. The calculation puts the relative energy (zero: lowest compared OMol25 entry of this formula, charge and spin) at 145.5 kJ/mol. The calculation puts the electronic energy at -9023.7173 eV. As for the LUMO energy: 1.127 eV.

Geometry (Å):
C: -0.091 1.779 1.131
C: 0.343 1.867 2.629
C: -0.435 0.331 0.700
N: 0.557 -0.119 -0.306
C: 1.661 -0.836 0.326
C: -0.795 -2.154 -1.344
C: 0.053 -0.782 -1.489
C: -0.844 0.196 -2.313
H: -0.930 2.471 1.053
H: 0.808 2.014 0.560
H: -0.231 1.102 3.161
H: 1.390 1.675 2.802
H: -0.005 2.803 3.047
H: -0.405 -0.298 1.594
H: -1.425 0.121 0.283
H: 1.349 -1.774 0.806
H: 2.081 -0.199 1.111
H: 2.471 -0.956 -0.399
H: -1.560 -2.106 -2.102
H: -1.343 -2.073 -0.395
H: -0.193 -3.057 -1.374
H: 0.904 -1.150 -2.051
H: -1.383 -0.410 -3.027
H: -0.299 1.043 -2.720
H: -1.681 0.512 -1.685

Forces on the atoms, in the same order (eV/Å):
0.496 -0.609 1.226
-1.464 -0.720 -0.462
0.459 -0.263 -0.575
0.057 -0.595 0.581
-0.013 0.859 0.034
0.167 2.003 1.250
-1.455 -0.928 -0.670
0.179 -1.056 0.945
0.184 0.025 -0.706
-0.599 0.642 -0.441
0.182 0.021 0.224
0.333 0.156 0.026
0.465 0.372 0.188
0.179 -0.260 0.020
-0.017 0.733 0.121
0.157 -0.178 -0.209
-0.096 -0.074 0.030
-0.159 -0.415 0.035
-0.039 -0.581 -0.371
0.132 -0.432 -0.028
-0.054 0.007 -0.031
0.411 0.654 -0.354
0.333 0.207 -0.938
-0.132 -0.029 -0.086
0.293 0.459 0.190

***

The following is a DFT calculation (ωB97M-V/def2-TZVPD) of 7 unconnected molecules or ions with the total composition C3H20O6S in a non-equilibrium geometry.

The charge is 0. The max |F| comes out at 0.070 Eh/bohr. The SMILES is CCCS.O.O.O.O.O.O. The calculation puts the relative energy (zero: lowest compared OMol25 entry of this formula, charge and spin) at 92.4 kJ/mol. The calculation puts the electronic energy at -26555.4344 eV. As for the LUMO energy: 0.068 eV.

Geometry (Å):
C: -1.868 -0.105 -1.288
C: -1.113 0.816 -0.259
C: -2.022 0.918 1.008
S: -2.027 2.551 1.585
H: -1.142 -0.771 -1.760
H: -2.410 0.396 -2.089
H: -2.567 -0.800 -0.807
H: -0.169 0.322 -0.092
H: -1.126 1.790 -0.733
H: -1.563 0.287 1.787
H: -3.084 0.679 0.794
H: -0.733 2.838 1.501
H: 1.103 -3.469 -0.254
H: 0.411 -2.463 0.634
O: 0.521 -2.700 -0.297
H: 0.798 -0.511 -3.579
H: 1.022 0.883 -3.385
O: 0.411 0.204 -3.054
H: 1.896 -0.021 2.481
H: 1.160 0.803 1.494
O: 0.995 0.073 2.123
H: 1.578 0.136 -1.637
H: 1.768 -1.233 -0.975
O: 2.172 -0.369 -1.039
H: -1.006 -1.934 2.577
H: 0.407 -1.537 2.292
O: -0.124 -2.330 2.488
H: 2.905 1.422 0.347
H: 1.713 2.186 -0.354
O: 2.098 1.938 0.491

Forces on the atoms, in the same order (eV/Å):
0.618 -1.015 0.124
-3.172 -1.370 -1.064
1.449 -1.143 -0.641
-0.833 2.231 1.090
-0.231 0.164 -0.078
0.068 0.310 0.191
0.020 0.292 0.174
0.393 0.525 0.337
0.860 0.268 0.109
-0.705 -0.144 -0.257
0.790 -0.112 0.194
0.377 -0.144 -0.010
-0.160 0.000 -0.096
-0.420 -0.099 0.287
0.544 -0.092 -0.369
-0.498 -0.640 0.249
-0.504 0.505 0.185
1.108 0.527 -1.098
-0.550 -0.146 0.129
-0.230 -0.078 -0.253
1.031 0.274 0.350
0.304 -0.851 0.571
-0.485 -0.573 0.196
0.389 0.975 -0.451
0.183 -0.377 0.029
0.007 0.184 0.258
-0.311 0.160 -0.205
-0.476 0.049 -0.534
0.264 -0.237 -0.095
0.170 0.555 0.679

***

The following is a DFT calculation (ωB97M-V/def2-TZVPD) of C4H6F2O2S in the gas phase in a non-equilibrium geometry.

The charge is 0. The max |F| comes out at 0.058 Eh/bohr. The calculation puts the relative energy (zero: lowest compared OMol25 entry of this formula, charge and spin) at 32.1 kJ/mol. The calculation puts the electronic energy at -24607.3251 eV. As for the LUMO energy (alpha / beta): -0.677 / -0.676 eV.

Geometry (Å):
C: 0.935 -0.486 1.039
C: 0.258 0.657 0.296
C: 1.376 1.631 -0.100
C: -0.372 0.220 -1.043
O: 2.181 -1.135 -1.373
O: 3.735 -0.987 0.541
F: 1.097 2.372 -1.142
F: 1.968 2.428 0.831
S: 2.529 -0.550 -0.102
H: 1.361 -0.266 2.106
H: 0.650 -1.553 0.954
H: -0.525 1.108 0.935
H: -1.125 -0.542 -0.882
H: 0.408 -0.323 -1.673
H: -0.887 1.110 -1.566

Forces on the atoms, in the same order (eV/Å):
2.584 -0.739 0.820
-0.258 -0.473 -0.048
1.356 -1.026 1.122
-0.142 0.159 -1.213
0.294 -0.504 0.088
-0.099 0.217 0.306
0.378 0.171 -0.211
-0.776 -0.925 -0.607
-1.609 2.523 0.181
-0.981 -0.235 -2.005
-0.774 0.866 0.142
0.590 0.153 -0.146
-0.333 -0.015 0.327
-1.254 1.345 0.542
1.023 -1.518 0.703